[1]
The following is a quantum chemistry calculation of the molecule C11H9NO2S, from OMol25.

Geometry (Å):
C  -2.41521  1.73414  -1.98328
C  2.04796  0.52189  2.66719
C  -1.70076  0.54275  -2.21624
C  1.86753  -0.68311  2.00376
C  -1.79267  2.34788  -0.90962
C  0.83337  1.12924  2.61590
C  -0.65642  0.55437  -1.26286
C  0.56840  -0.79328  1.65351
C  0.60792  -2.63611  -1.55810
C  0.36240  -0.38534  -1.10993
C  -0.10818  -1.67243  0.74811
N  0.58264  -1.44519  -1.90643
O  -0.73624  1.67358  -0.52347
O  -0.11110  0.39040  2.00252
S  0.41583  -3.19347  0.14094
H  -3.27221  2.10900  -2.49504
H  2.99602  1.00507  2.90564
H  -1.91103  -0.19197  -2.89904
H  2.66669  -1.31442  1.66024
H  -1.99971  3.26196  -0.29379
H  0.59892  2.15526  2.81320
H  0.98054  -3.34743  -2.33907
H  1.31627  -0.19838  -0.57019
H  -1.14096  -1.56441  0.85605

Summary:
**ΔE to the lowest compared entry with this formula, charge and spin**: 492.8 kJ/mol
**Total energy**: -27968.936 eV
**HOMO level (spin up / spin down)**: -6.8 / -6.8 eV
**Largest force on an atom**: 4.53 eV/Å
**Gap between HOMO and LUMO (spin up / spin down)**: 6.59 / 6.59 eV
**Multiplicity**: 1
**Net charge**: 0

[2]
The following is a quantum chemistry calculation of a cluster of 20 separate species, C120H170N20O26 in total, from OMol25.

Geometry (Å):
C  7.33400  1.83430  5.04786
C  5.84368  1.52572  5.15346
N  5.41700  0.07593  5.21283
C  3.95707  -0.02805  5.35822
C  3.25412  0.26385  4.01147
C  6.27872  -0.69331  6.15382
C  5.92456  -2.19657  6.16447
H  7.90388  1.50429  5.91644
H  7.47703  2.89464  4.83970
H  7.87036  1.35712  4.22767
H  5.42915  2.06408  6.00577
H  5.24092  1.91560  4.33323
H  3.59944  -1.02107  5.63042
H  3.67509  0.61967  6.18831
H  3.58763  -0.36424  3.18540
H  2.17919  0.09646  4.07942
H  3.32425  1.24569  3.54330
H  6.14543  -0.29585  7.15998
H  7.34584  -0.63888  5.93844
H  4.88440  -2.49277  6.30019
H  6.60776  -2.65832  6.87728
H  6.18584  -2.58899  5.18169
C  8.27503  -5.51964  2.48184
C  7.46111  -4.35955  1.82933
N  8.35394  -3.21164  1.57175
C  7.65016  -2.04576  1.05448
C  6.78863  -1.36363  2.12389
C  9.47294  -3.63392  0.67441
C  10.58734  -2.60786  0.51631
H  7.56437  -6.30216  2.74780
H  8.77307  -5.09331  3.35264
H  9.02902  -6.00645  1.86330
H  6.99434  -4.73854  0.92015
H  6.69414  -4.03351  2.53188
H  8.35124  -1.28313  0.71537
H  7.04438  -2.25240  0.17219
H  5.87933  -1.87512  2.43959
H  7.43429  -1.12731  2.96969
H  6.35638  -0.49602  1.62538
H  9.16539  -3.99676  -0.30634
H  10.05746  -4.36945  1.22708
H  10.77006  -2.09075  1.45828
H  10.32602  -1.79528  -0.16159
H  11.52155  -3.07381  0.20291
C  -4.83529  2.21429  4.52127
C  -5.58640  2.17153  5.88207
N  -4.64639  2.12547  6.91065
C  -5.32131  1.89989  8.19010
C  -6.15072  3.06892  8.70027
C  -3.67165  3.21916  7.03325
C  -2.43942  2.77810  7.86915
H  -3.92363  1.62215  4.44173
H  -4.68147  3.26808  4.28899
H  -5.53163  1.83814  3.77178
H  -6.16866  3.09123  5.93884
H  -6.24643  1.31079  5.98970
H  -5.95523  1.01409  8.14988
H  -4.56281  1.65418  8.93332
H  -5.69473  4.05267  8.81173
H  -6.89812  3.26589  7.93171
H  -6.68250  2.89296  9.63534
H  -4.14531  4.15214  7.33864
H  -3.30021  3.49406  6.04606
H  -1.59265  3.37082  7.52309
H  -2.16882  1.74697  7.64192
H  -2.63109  2.89981  8.93524
C  1.40269  0.43155  1.01043
C  -0.04276  0.65146  0.82028
N  -0.59429  -0.16026  -0.28691
C  -0.77210  -1.53712  0.23868
C  -1.21293  -2.57690  -0.81830
C  -1.79107  0.33902  -1.01065
C  -1.57708  1.68917  -1.63360
H  1.94528  0.50422  0.06787
H  1.69373  -0.54653  1.39353
H  1.86017  1.15301  1.68742
H  -0.62756  0.63141  1.73990
H  -0.28874  1.66814  0.51377
H  -1.52456  -1.47875  1.02512
H  0.17958  -1.82173  0.68745
H  -0.53560  -2.52091  -1.67046
H  -2.23691  -2.44836  -1.16905
H  -1.17618  -3.59225  -0.42355
H  -1.93172  -0.41407  -1.78601
H  -2.66731  0.36842  -0.36301
H  -2.38635  1.89050  -2.33548
H  -1.63525  2.53535  -0.94899
H  -0.61855  1.77272  -2.14579
C  4.45776  7.60132  -5.56182
C  3.07410  6.95315  -5.91982
N  3.28598  5.87814  -6.90306
C  2.20504  4.92543  -6.90536
C  2.18929  4.08068  -5.61114
C  3.58056  6.36092  -8.24109
C  2.52499  7.31785  -8.83365
H  4.77243  8.12046  -6.46714
H  5.16939  6.81366  -5.31426
H  4.38965  8.27999  -4.71160
H  2.74295  6.62010  -4.93620
H  2.30911  7.68402  -6.18197
H  1.19903  5.30227  -7.08991
H  2.28746  4.23939  -7.74836
H  3.12018  3.52421  -5.50211
H  2.08323  4.59339  -4.65512
H  1.36932  3.36428  -5.56096
H  3.70549  5.52078  -8.92422
H  4.56892  6.80609  -8.35535
H  2.87730  7.67990  -9.79952
H  2.47426  8.24447  -8.26189
H  1.57079  6.83866  -9.05269
C  -8.57044  3.32328  -4.18388
C  -7.33844  3.27996  -3.28133
N  -6.12905  3.93480  -3.88113
C  -5.04635  3.94795  -2.85915
C  -3.90272  4.92319  -3.13196
C  -5.73944  3.29521  -5.14395
C  -5.49232  1.79359  -5.09146
H  -9.47505  3.00842  -3.66363
H  -8.56569  2.62263  -5.01886
H  -8.67023  4.35055  -4.53442
H  -7.62248  3.83765  -2.38892
H  -7.09335  2.26879  -2.95643
H  -5.45094  4.31740  -1.91687
H  -4.68512  2.95429  -2.59411
H  -4.27972  5.90256  -3.42657
H  -3.29838  4.98583  -2.22700
H  -3.19496  4.66330  -3.91913
H  -4.78280  3.68043  -5.49687
H  -6.46120  3.52399  -5.92806
H  -6.30798  1.17305  -4.72033
H  -4.63107  1.68294  -4.43259
H  -5.23921  1.43145  -6.08791
C  -4.65600  -1.29431  -3.79295
C  -5.33512  -1.28314  -2.40245
N  -6.41617  -2.25817  -2.24817
C  -5.79941  -3.61774  -2.27728
C  -6.95446  -4.66243  -2.35448
C  -7.21766  -2.03852  -1.09896
C  -8.02910  -0.72391  -1.37408
H  -3.98551  -0.43714  -3.85454
H  -5.33528  -1.33039  -4.64464
H  -3.99456  -2.14020  -3.98021
H  -4.56149  -1.50306  -1.66676
H  -5.68090  -0.25700  -2.27776
H  -5.22444  -3.73610  -3.19571
H  -5.15059  -3.71717  -1.40709
H  -7.41457  -4.82124  -1.37919
H  -7.77794  -4.38108  -3.01085
H  -6.60528  -5.60075  -2.78545
H  -6.64415  -1.91240  -0.18065
H  -7.90466  -2.87725  -0.98645
H  -7.40341  0.16772  -1.41425
H  -8.84250  -0.59697  -0.65969
H  -8.39384  -0.73455  -2.40119
C  2.53855  -3.72330  0.16472
C  1.37887  -4.42851  0.52568
C  1.00103  -4.55659  1.85595
C  1.86104  -4.11447  2.86473
C  3.03583  -3.43948  2.47377
C  3.37567  -3.25679  1.11321
N  1.67837  -4.48109  4.25519
O  2.21103  -3.77043  5.10868
O  1.12322  -5.53334  4.50219
H  2.68073  -3.64161  -0.90276
H  0.69454  -4.96732  -0.11291
H  0.08262  -5.09126  2.04840
H  3.68961  -3.10030  3.26367
H  4.16560  -2.64586  0.70190
C  -0.06285  4.80021  -2.57653
C  -0.48365  6.08717  -2.84665
C  -0.58566  7.01977  -1.81001
C  -0.24514  6.65723  -0.48254
C  0.30816  5.39914  -0.25226
C  0.43224  4.50137  -1.29092
N  -0.42200  7.60177  0.55732
O  -1.02559  8.65820  0.39827
O  0.05661  7.27326  1.65262
H  0.01860  4.02472  -3.32378
H  -0.68185  6.32029  -3.88240
H  -1.04506  7.99214  -1.90927
H  0.63864  5.09570  0.73014
H  0.83719  3.50346  -1.20971
C  2.01725  -6.20059  -2.84110
C  0.79658  -6.69226  -2.41105
C  -0.35054  -5.88418  -2.67086
C  -0.28295  -4.68488  -3.41946
C  0.95477  -4.21418  -3.90289
C  2.06768  -4.99767  -3.64127
N  -1.58352  -3.95208  -3.75449
O  -2.65759  -4.51017  -3.53357
O  -1.52373  -2.80686  -4.27518
H  2.92151  -6.79109  -2.83419
H  0.74176  -7.65183  -1.91850
H  -1.36396  -6.20111  -2.47354
H  0.91741  -3.41923  -4.63299
H  3.05892  -4.70785  -3.95727
C  2.20031  1.41219  8.72330
C  1.26870  0.89160  7.78868
C  0.97596  1.61392  6.64246
C  1.54644  2.85078  6.27631
C  2.36635  3.36221  7.25141
C  2.71354  2.68118  8.44182
N  1.28654  3.60703  5.00417
O  1.90584  4.67108  4.86925
O  0.53755  3.20674  4.12412
H  2.51206  0.75771  9.52385
H  0.95653  -0.13223  7.93265
H  0.21750  1.17522  6.01105
H  2.87696  4.29741  7.07519
H  3.50063  3.11106  9.04355
C  4.36900  4.52456  -2.59689
C  3.58568  3.39131  -2.31113
C  4.28454  2.29409  -1.86459
C  5.66444  2.31947  -1.56031
C  6.38871  3.44812  -1.79972
C  5.74071  4.60670  -2.30481
N  6.33236  1.15583  -0.89954
O  5.75117  0.08432  -0.80649
O  7.49220  1.31010  -0.46009
H  3.83419  5.41556  -2.89098
H  2.53792  3.36418  -2.57162
H  3.68770  1.40064  -1.75537
H  7.42725  3.50365  -1.50859
H  6.23360  5.55848  -2.43735
C  1.19643  -0.57834  -3.95248
C  1.93900  -0.83877  -2.79647
C  3.31765  -1.16371  -2.91503
C  3.88964  -1.17181  -4.25107
C  3.08015  -0.83763  -5.36160
C  1.73266  -0.56276  -5.19430
N  5.36671  -1.43267  -4.37041
O  6.01565  -1.23827  -5.41069
O  5.94537  -1.96162  -3.40448
H  0.12802  -0.42365  -3.92086
H  1.48913  -0.88274  -1.81561
H  3.87445  -1.34688  -2.00794
H  3.57082  -0.77733  -6.32182
H  1.13529  -0.26513  -6.04338
C  8.29778  5.03043  1.52161
C  7.80037  3.81437  1.86472
C  6.45329  3.61539  1.79476
C  5.60836  4.60795  1.30289
C  6.13402  5.90586  1.11434
C  7.49451  6.10901  1.18044
N  4.13619  4.31061  1.17913
O  3.48220  5.17019  0.59355
O  3.75013  3.23372  1.62568
H  9.32825  5.20447  1.79408
H  8.37812  2.94810  2.15141
H  6.09341  2.62531  2.03275
H  5.52151  6.75742  0.85727
H  7.88531  7.10036  1.00462
C  -4.30642  -7.47423  -2.94118
C  -4.04702  -8.77506  -2.44839
C  -3.91361  -9.75453  -3.45708
C  -4.20326  -9.56275  -4.79562
C  -4.65091  -8.27532  -5.18782
C  -4.64339  -7.18720  -4.29231
N  -4.21449  -10.75540  -5.70032
O  -4.30612  -11.91434  -5.22876
O  -4.16823  -10.58894  -6.94949
H  -4.32948  -6.65210  -2.24122
H  -3.99534  -8.98584  -1.39043
H  -3.71302  -10.78463  -3.20201
H  -4.99430  -8.12891  -6.20126
H  -4.92639  -6.21563  -4.66961
C  -1.80043  4.67763  2.34834
C  -2.75961  5.47653  1.78428
C  -3.89735  4.83323  1.18113
C  -4.05954  3.42126  1.09749
C  -3.03011  2.66907  1.69253
C  -1.94854  3.30826  2.31277
N  -5.22519  2.75329  0.63961
O  -5.12651  1.56765  0.43167
O  -6.27941  3.35468  0.71493
H  -1.01479  5.11939  2.94333
H  -2.70687  6.55463  1.82056
H  -4.75463  5.41825  0.88242
H  -3.01168  1.59248  1.60887
H  -1.19184  2.73569  2.82849
C  -1.56117  6.20195  -9.17340
C  -0.84261  5.11365  -9.63741
C  -0.67828  3.98533  -8.84348
C  -1.14612  3.99071  -7.52358
C  -1.88085  5.09021  -7.10986
C  -2.01992  6.25255  -7.85348
N  -0.90863  2.71226  -6.70478
O  -1.11792  2.72242  -5.50872
O  -0.41234  1.72554  -7.21453
H  -1.68909  7.03142  -9.85312
H  -0.60555  5.26695  -10.67986
H  -0.17379  3.09804  -9.19648
H  -2.12629  5.13517  -6.05907
H  -2.62388  7.08660  -7.52789
C  -1.96527  -10.73658  3.62046
C  -1.92359  -9.36260  3.83851
C  -1.69506  -8.50477  2.74845
C  -1.53409  -9.05168  1.45163
C  -1.61257  -10.44634  1.29874
C  -1.77795  -11.29612  2.35009
N  -1.32075  -8.19237  0.28856
O  -1.48690  -7.00694  0.38476
O  -1.01587  -8.75084  -0.78091
H  -2.18737  -11.40289  4.44088
H  -2.02516  -9.07188  4.87367
H  -1.68892  -7.42861  2.83918
H  -1.51284  -10.91647  0.33157
H  -1.89417  -12.36705  2.27274
C  -4.10193  -3.46349  1.70733
C  -5.43898  -3.35288  2.01949
C  -6.23025  -4.43996  1.72556
C  -5.71172  -5.64704  1.17996
C  -4.35119  -5.80009  0.99822
C  -3.57265  -4.63983  1.22405
N  -6.61472  -6.66952  0.71959
O  -7.78899  -6.42760  0.80598
O  -6.11400  -7.71502  0.26785
H  -3.38757  -2.65540  1.76295
H  -5.83341  -2.43123  2.42120
H  -7.29953  -4.32731  1.82732
H  -3.91920  -6.68748  0.55968
H  -2.50771  -4.69667  1.05357
C  -1.80623  -1.87966  8.29387
C  -2.75303  -1.08048  7.66007
C  -2.74877  -0.84967  6.27557
C  -1.72252  -1.40067  5.52078
C  -0.63356  -2.04890  6.18787
C  -0.73052  -2.37777  7.56725
N  -1.67034  -1.20005  4.08961
O  -0.93392  -1.97953  3.36917
O  -2.40979  -0.34747  3.65299
H  -1.86924  -2.00795  9.36436
H  -3.54943  -0.69619  8.28013
H  -3.41203  -0.17995  5.74833
H  0.12644  -2.57822  5.63234
H  0.12462  -2.75702  8.10699

Summary:
**Total energy**: -210192.964 eV
**HOMO level**: -8.0 eV
**Largest force on an atom**: 4.43 eV/Å
**Gap between HOMO and LUMO**: 6.85 eV
**Multiplicity**: 1
**Net charge**: 0

[3]
The following is a quantum chemistry calculation of the molecule C12H10, from OMol25.

Geometry (Å):
C  2.09233  2.47756  1.62512
C  1.69146  2.59010  0.16004
C  0.91660  1.67065  -0.42685
C  0.51041  0.53358  0.33420
C  -0.41709  -0.52232  -0.33155
C  -0.92195  -1.63011  0.29709
C  -1.73106  -2.55351  -0.16757
C  -2.08186  -2.37944  -1.57375
C  -1.56181  -1.36345  -2.31041
C  -0.70805  -0.35622  -1.68575
C  0.85406  0.37063  1.67481
C  1.64425  1.26959  2.26007
H  2.62739  3.17063  2.02315
H  2.02149  3.43392  -0.47629
H  0.65145  1.72499  -1.49199
H  -0.64463  -1.83432  1.52604
H  -2.35587  -3.33190  0.37813
H  -2.62795  -3.10029  -2.10165
H  -1.81899  -1.27643  -3.24899
H  -0.44781  0.31102  -2.31208
H  0.50813  -0.36682  2.35490
H  1.79950  1.16213  3.49333

Summary:
**ΔE to the lowest compared entry with this formula, charge and spin**: 246.3 kJ/mol
**SMILES**: c1ccc(-c2ccccc2)cc1
**Total energy**: -12603.105 eV
**HOMO level**: -8.3 eV
**Largest force on an atom**: 9.92 eV/Å
**Gap between HOMO and LUMO**: 8.79 eV
**Multiplicity**: 1
**Net charge**: 0

[4]
The following is a quantum chemistry calculation of a structure of composition C12H10F10N4OSV, from OMol25.

Geometry (Å):
V  -11.57733  -0.57322  -5.29680
C  -13.14738  0.13080  -1.30049
C  -12.22966  0.07407  -2.48217
N  -12.63205  0.14391  -3.74183
N  -13.94206  0.44508  -4.04295
C  -14.24600  0.87954  -5.25247
N  -15.53001  1.10317  -5.55976
S  -12.99148  0.95331  -6.48642
C  -10.84153  -0.24301  -2.41839
C  -10.13475  -0.41529  -1.19952
C  -8.86152  -0.94373  -1.21080
C  -8.25621  -1.17413  -2.48011
C  -8.96765  -0.84564  -3.65065
N  -10.25708  -0.42965  -3.63291
H  -13.76868  1.02322  -1.35297
H  -13.80276  -0.73022  -1.28298
H  -12.56139  0.14683  -0.38909
H  -14.63052  0.32730  -3.29902
H  -16.22524  1.16396  -4.81608
H  -15.76482  1.54570  -6.43282
H  -10.62623  -0.11979  -0.28579
H  -8.35460  -1.21001  -0.29671
H  -7.25810  -1.58270  -2.56847
H  -8.53577  -0.91344  -4.65587
F  -14.61048  -4.79665  -5.44378
C  -13.97697  -3.70373  -4.89612
F  -14.58335  -2.60124  -5.44121
F  -14.15276  -3.71202  -3.53535
C  -12.48395  -3.59442  -5.28360
O  -11.90971  -2.39287  -4.67680
C  -11.90248  -4.95982  -4.68169
F  -12.16828  -5.96694  -5.56479
F  -10.59089  -4.89122  -4.52403
F  -12.47900  -5.31155  -3.50220
C  -12.37433  -3.65887  -6.84589
F  -11.05223  -3.89593  -7.15592
F  -13.10874  -4.58461  -7.45650
F  -12.68559  -2.43001  -7.43666
F  -10.00760  -0.73386  -6.25736

Summary:
**Total energy**: -84308.608 eV
**HOMO level (spin up / spin down)**: -12.4 / -13.2 eV
**Largest force on an atom**: 3.55 eV/Å
**Gap between HOMO and LUMO (spin up / spin down)**: 7.43 / 8.05 eV
**Multiplicity**: 3
**Net charge**: +1